The following is a quantum chemistry calculation of 2 unconnected molecules or ions with the total composition C5H14NO at a distorted geometry, from the OMol25 dataset.

```
21
Properties=species:S:1:pos:R:3:forces:R:3:mulliken_charge:R:1
C 0.8645 -0.0630 0.8409 1.17 -2.19 1.08 -0.6358
C 0.1681 -1.4267 0.9866 -1.76 0.67 0.53 -0.5625
C -1.3365 -1.3931 0.7040 0.26 0.69 -1.47 -0.5436
C -2.0697 -0.2723 0.6137 0.84 -0.38 -0.38 -0.0284
C -3.1271 -0.0113 -0.4333 -0.50 -0.09 1.50 -1.0059
N 1.0199 0.3599 -0.5872 0.03 0.59 0.11 -0.1842
H 1.8507 -0.3635 1.1855 0.43 0.78 -0.04 0.2954
H 0.5066 0.7147 1.5016 -0.27 0.26 -0.37 0.4089
H 0.3213 -1.7909 2.0139 0.55 -0.12 -0.48 0.3480
H 0.5780 -2.0962 0.2176 0.23 -0.12 0.60 0.3701
H -1.6524 -2.2771 0.1587 -0.35 -0.01 0.09 0.2708
H -1.7061 0.6065 1.1480 -0.06 0.07 -0.12 0.3266
H -2.6607 0.7158 -1.1070 -0.30 -0.44 -0.42 0.2318
H -3.9982 0.4974 -0.0111 0.04 -0.01 -0.02 0.3231
H -3.4856 -0.9505 -0.8641 0.30 0.36 -0.41 0.3517
H 0.6846 1.3169 -0.6840 -0.29 -0.09 -0.35 0.3541
H 0.5143 -0.2582 -1.2224 -0.23 0.12 0.00 0.3585
H 2.0046 0.4042 -0.8843 0.13 -0.03 0.11 0.3233
H 4.5120 1.9266 -1.5371 0.69 -0.16 -0.37 0.3155
H 3.3247 2.6267 -0.9352 0.31 -0.58 -0.05 0.3229
O 3.6870 1.7342 -1.1049 -1.25 0.66 0.47 -0.6404
```
Forces are in eV/Å.

The largest force on an atom comes out at 0.053 hartree/bohr. The value obtained for the frontier orbital gap is 9.38 eV. The LUMO energy is -3.43 eV. As for the charge: +1.